No. 1
Molecular formula: C35H95N10O26S
Method: DFT, ωB97M-V/def2-TZVPD

Cartesian coordinates (Å):
C1 1.54 -1.68 0.03
N1 0.54 -0.67 0.60
C2 -0.19 -1.21 1.80
C3 1.48 0.39 1.24
C4 -0.32 -0.17 -0.62
C5 -1.31 0.89 -0.32
O1 -0.66 2.16 -0.29
H1 1.95 -1.12 -0.82
H2 0.99 -2.54 -0.34
H3 2.33 -1.91 0.74
H4 -0.76 -2.08 1.46
H5 -0.81 -0.48 2.32
H6 0.52 -1.64 2.50
H7 0.84 1.27 1.24
H8 2.30 0.54 0.53
H9 1.88 0.15 2.23
H10 -0.85 -1.06 -0.96
H11 0.32 0.06 -1.47
H12 -1.73 0.67 0.66
H13 -2.02 0.92 -1.14
H14 -0.78 2.37 -1.23
S1 -0.60 2.20 -3.95
O2 -0.25 3.26 -4.88
O3 -1.65 1.31 -4.44
O4 0.64 1.40 -3.78
O5 -1.08 2.68 -2.63
C6 -3.24 -3.75 1.78
C7 -3.95 -2.30 1.76
O6 -3.29 -1.38 0.81
O7 -3.53 -4.41 0.59
H15 -3.50 -4.29 2.69
H16 -2.15 -3.78 1.88
H17 -3.82 -1.81 2.72
H18 -5.01 -2.47 1.56
H19 -3.50 -1.72 -0.06
H20 -2.83 -4.21 -0.04
C8 2.07 -1.46 -4.68
C9 2.27 -0.24 -5.68
O8 1.00 0.23 -6.19
O9 1.57 -1.10 -3.39
H21 3.08 -1.86 -4.52
H22 1.50 -2.30 -5.09
H23 2.97 -0.51 -6.46
H24 2.81 0.57 -5.19
H25 0.60 0.74 -5.47
H26 1.41 -0.15 -3.38
C10 3.60 3.29 -3.10
C11 2.69 3.25 -1.84
O10 2.28 1.93 -1.62
O11 4.62 2.29 -3.01
H27 3.99 4.31 -3.09
H28 2.98 3.04 -3.97
H29 1.76 3.80 -2.00
H30 3.14 3.65 -0.93
H31 1.56 1.65 -2.21
H32 4.20 1.63 -2.46
C12 -1.31 6.40 -3.60
C13 -0.24 6.18 -2.47
O12 -0.62 5.08 -1.64
O13 -1.85 5.22 -4.23
H33 -0.73 6.97 -4.32
H34 -2.07 7.02 -3.14
H35 -0.26 7.14 -1.96
H36 0.75 6.04 -2.89
H37 -0.55 4.23 -2.08
H38 -1.24 4.48 -4.32
C14 -5.56 1.49 2.08
C15 -5.14 2.12 0.76
O14 -6.09 1.91 -0.28
O15 -6.84 2.07 2.48
H39 -4.79 1.64 2.83
H40 -5.64 0.41 1.93
H41 -4.40 1.41 0.39
H42 -4.75 3.12 0.92
H43 -5.90 2.35 -1.12
H44 -7.52 1.85 1.84
C16 -1.54 -1.91 -3.50
C17 -2.13 -3.09 -4.15
O16 -1.01 -3.90 -4.62
O17 -2.42 -0.90 -3.05
H45 -0.94 -1.43 -4.27
H46 -1.00 -2.22 -2.60
H47 -2.77 -2.61 -4.90
H48 -2.69 -3.47 -3.30
H49 -1.52 -4.71 -4.70
H50 -2.18 -0.10 -3.53
O18 -6.15 2.99 -3.14
C18 -5.01 2.86 -3.56
N2 -4.17 2.06 -2.92
C19 -4.63 3.56 -4.85
H51 -4.41 1.53 -2.10
H52 -3.22 2.00 -3.26
H53 -4.57 4.64 -4.81
H54 -5.37 3.30 -5.61
H55 -3.72 3.18 -5.33
O19 3.18 -4.33 3.90
C20 2.25 -5.08 4.09
N3 0.97 -4.68 3.84
C21 2.39 -6.43 4.75
H56 1.02 -3.84 3.27
H57 0.15 -5.25 3.90
H58 3.43 -6.76 4.82
H59 1.93 -7.17 4.10
H60 1.86 -6.38 5.71
O20 4.36 0.32 4.64
C22 4.01 -0.87 4.58
N4 3.91 -1.53 3.48
C23 3.54 -1.66 5.80
H61 4.63 -1.22 2.83
H62 3.53 -2.46 3.55
H63 4.39 -2.26 6.13
H64 2.84 -2.48 5.63
H65 3.29 -1.01 6.63
O21 5.38 -0.48 1.34
C24 5.40 0.51 0.63
N5 5.55 0.48 -0.65
C25 5.19 1.88 1.21
H66 5.62 1.22 -1.33
H67 5.47 -0.44 -1.07
H68 5.40 1.76 2.27
H69 4.16 2.24 1.18
H70 5.76 2.68 0.73
O22 3.82 -4.20 0.74
C26 3.93 -3.72 -0.47
N6 4.67 -2.65 -0.71
C27 3.54 -4.61 -1.66
H71 4.77 -1.99 0.05
H72 4.82 -2.40 -1.68
H73 2.72 -4.38 -2.34
H74 3.58 -5.64 -1.30
H75 4.38 -4.63 -2.36
O23 -0.08 2.32 3.36
C28 -0.91 3.16 3.67
N7 -0.76 3.91 4.77
C29 -2.01 3.42 2.72
H76 -1.13 4.85 4.80
H77 0.06 3.63 5.29
H78 -3.00 3.68 3.10
H79 -2.29 2.54 2.14
H80 -1.67 4.09 1.94
O24 -1.38 -4.12 -0.74
C30 -0.61 -5.12 -0.89
N8 -0.34 -5.44 -2.13
C31 0.23 -5.70 0.25
H81 0.06 -6.34 -2.38
H82 -0.50 -4.78 -2.88
H83 -0.21 -6.63 0.60
H84 0.20 -4.91 1.00
H85 1.25 -5.88 -0.08
O25 -0.17 6.69 2.85
C32 -0.10 6.16 1.74
N9 -0.93 6.51 0.81
C33 0.91 5.20 1.43
H86 -1.56 7.27 1.05
H87 -0.86 6.00 -0.06
H88 0.63 4.14 1.50
H89 1.72 5.34 2.14
H90 1.30 5.20 0.41
O26 -1.13 -2.68 4.24
C34 -1.71 -2.65 5.31
N10 -2.55 -1.58 5.56
C35 -1.57 -3.78 6.35
H91 -2.89 -0.99 4.81
H92 -2.91 -1.37 6.48
H93 -1.47 -4.76 5.88
H94 -2.31 -3.64 7.14
H95 -0.60 -3.54 6.78

Summary:
HOMO-LUMO gap   8.27 eV
Maximum force   5.4 eV Å⁻¹
HOMO energy   -6.83 eV
Energy relative to the best compared isomer or geometry (same formula, charge and spin)   0.0 kcal per mole
Total charge   -1

No. 2
Molecular formula: C6H12N2O
Method: DFT, ωB97M-V/def2-TZVPD

Cartesian coordinates (Å):
C1 -0.95 0.99 0.37
C2 -2.00 1.65 -0.45
C3 1.85 -1.45 0.18
C4 0.22 -1.04 2.17
C5 0.51 0.63 -1.19
C6 0.62 -0.83 0.75
N1 -0.16 0.25 -2.33
N2 -0.09 -0.01 -0.01
O1 1.57 1.21 -1.19
H1 -1.03 1.13 1.44
H2 -0.85 -0.48 -2.29
H3 0.31 0.45 -3.20
H4 -2.88 1.02 -0.63
H5 -1.62 2.04 -1.40
H6 -2.37 2.54 0.07
H7 -0.85 -1.25 2.25
H8 1.65 -1.96 -0.77
H9 2.62 -0.69 -0.01
H10 2.26 -2.18 0.88
H11 0.77 -1.87 2.61
H12 0.41 -0.14 2.77

Summary:
HOMO-LUMO gap (alpha / beta)   7.19 / 7.02 eV
Maximum force   2.6 eV Å⁻¹
HOMO energy (alpha / beta)   -6.38 / -6.24 eV
Energy relative to the best compared isomer or geometry (same formula, charge and spin)   61.1 kcal per mole

No. 3
Molecular formula: C38H36Cl4N5O3PRe
Method: DFT, ωB97M-V/def2-TZVPD

Cartesian coordinates (Å):
Re1 0.77 -0.67 0.12
O1 3.29 -0.02 1.08
N1 2.01 0.52 1.21
C1 1.91 1.51 2.04
C2 0.76 2.30 2.38
C3 0.97 3.36 3.28
C4 -0.06 4.22 3.62
C5 -1.32 4.04 3.09
C6 -1.56 2.99 2.22
C7 -0.54 2.11 1.87
P1 -1.02 0.80 0.71
C8 -1.70 1.78 -0.64
C9 -2.94 1.57 -1.24
C10 -3.33 2.37 -2.30
C11 -2.50 3.38 -2.75
C12 -1.27 3.61 -2.14
C13 -0.87 2.81 -1.09
C14 -2.30 -0.15 1.56
C15 -2.51 -0.03 2.93
C16 -3.40 -0.88 3.57
C17 -4.07 -1.85 2.85
C18 -3.86 -1.98 1.49
C19 -2.96 -1.15 0.84
H1 3.89 0.31 1.78
H2 2.82 1.81 2.56
H3 1.95 3.51 3.70
H4 0.13 5.04 4.30
H5 -2.12 4.72 3.34
H6 -2.54 2.84 1.80
H7 -3.59 0.78 -0.89
H8 -4.28 2.20 -2.78
H9 -2.81 4.00 -3.58
H10 -0.65 4.43 -2.47
H11 0.08 2.97 -0.60
H12 -1.97 0.71 3.50
H13 -3.55 -0.79 4.63
H14 -4.76 -2.51 3.35
H15 -4.37 -2.75 0.93
H16 -2.75 -1.28 -0.21
Cl1 2.79 -6.26 -3.37
C20 1.87 -5.05 -2.61
C21 0.47 -5.03 -2.81
Cl2 -0.27 -6.20 -3.81
C22 -0.30 -4.04 -2.20
Cl3 -2.00 -3.98 -2.43
C23 0.30 -3.05 -1.41
O2 -0.34 -2.08 -0.85
C24 1.74 -3.08 -1.19
O3 2.22 -2.16 -0.45
C25 2.49 -4.10 -1.81
Cl4 4.19 -4.11 -1.59
C26 -0.61 -4.22 5.38
C27 -0.28 -3.36 4.22
C28 0.53 -2.23 4.32
C29 0.82 -1.49 3.19
N2 0.36 -1.78 1.98
C30 -0.44 -2.84 1.88
C31 -0.78 -3.64 2.95
H17 -0.09 -3.90 6.28
H18 -0.35 -5.25 5.16
H19 -1.69 -4.19 5.57
H20 0.94 -1.93 5.27
H21 1.46 -0.62 3.30
H22 -0.86 -3.07 0.91
H23 -1.44 -4.48 2.79
C32 3.12 3.48 -2.85
C33 3.63 2.59 -1.73
N3 2.62 1.59 -1.45
C34 1.76 1.10 -2.37
N4 0.90 0.18 -1.93
C35 -0.02 -0.39 -2.91
C36 -0.35 0.56 -4.05
C37 0.96 1.01 -4.67
N5 1.79 1.58 -3.62
C38 2.75 2.59 -4.03
H24 3.87 4.21 -3.14
H25 2.23 4.02 -2.51
H26 3.79 3.17 -0.82
H27 4.58 2.13 -2.01
H28 2.84 0.95 -0.71
H29 -0.95 -0.65 -2.39
H30 0.41 -1.32 -3.31
H31 -0.90 1.42 -3.67
H32 -0.96 0.04 -4.79
H33 0.80 1.76 -5.43
H34 1.48 0.16 -5.14
H35 2.28 3.19 -4.82
H36 3.65 2.12 -4.44

Summary:
HOMO-LUMO gap (alpha / beta)   4.92 / 4.91 eV
Maximum force   2.5 eV Å⁻¹
2S+1   2
HOMO energy (alpha / beta)   -12.62 / -12.53 eV
⟨S²⟩   0.769
Energy relative to the best compared isomer or geometry (same formula, charge and spin)   0.0 kcal per mole
Total charge   +2

Look up the energy relative to the best compared isomer or geometry (same formula, charge and spin) of the second one. 61.1 kcal per mole

What did the third record say?
Molecular formula: C38H36Cl4N5O3PRe
Method: DFT, ωB97M-V/def2-TZVPD

Cartesian coordinates (Å):
Re1 0.77 -0.67 0.12
O1 3.29 -0.02 1.08
N1 2.01 0.52 1.21
C1 1.91 1.51 2.04
C2 0.76 2.30 2.38
C3 0.97 3.36 3.28
C4 -0.06 4.22 3.62
C5 -1.32 4.04 3.09
C6 -1.56 2.99 2.22
C7 -0.54 2.11 1.87
P1 -1.02 0.80 0.71
C8 -1.70 1.78 -0.64
C9 -2.94 1.57 -1.24
C10 -3.33 2.37 -2.30
C11 -2.50 3.38 -2.75
C12 -1.27 3.61 -2.14
C13 -0.87 2.81 -1.09
C14 -2.30 -0.15 1.56
C15 -2.51 -0.03 2.93
C16 -3.40 -0.88 3.57
C17 -4.07 -1.85 2.85
C18 -3.86 -1.98 1.49
C19 -2.96 -1.15 0.84
H1 3.89 0.31 1.78
H2 2.82 1.81 2.56
H3 1.95 3.51 3.70
H4 0.13 5.04 4.30
H5 -2.12 4.72 3.34
H6 -2.54 2.84 1.80
H7 -3.59 0.78 -0.89
H8 -4.28 2.20 -2.78
H9 -2.81 4.00 -3.58
H10 -0.65 4.43 -2.47
H11 0.08 2.97 -0.60
H12 -1.97 0.71 3.50
H13 -3.55 -0.79 4.63
H14 -4.76 -2.51 3.35
H15 -4.37 -2.75 0.93
H16 -2.75 -1.28 -0.21
Cl1 2.79 -6.26 -3.37
C20 1.87 -5.05 -2.61
C21 0.47 -5.03 -2.81
Cl2 -0.27 -6.20 -3.81
C22 -0.30 -4.04 -2.20
Cl3 -2.00 -3.98 -2.43
C23 0.30 -3.05 -1.41
O2 -0.34 -2.08 -0.85
C24 1.74 -3.08 -1.19
O3 2.22 -2.16 -0.45
C25 2.49 -4.10 -1.81
Cl4 4.19 -4.11 -1.59
C26 -0.61 -4.22 5.38
C27 -0.28 -3.36 4.22
C28 0.53 -2.23 4.32
C29 0.82 -1.49 3.19
N2 0.36 -1.78 1.98
C30 -0.44 -2.84 1.88
C31 -0.78 -3.64 2.95
H17 -0.09 -3.90 6.28
H18 -0.35 -5.25 5.16
H19 -1.69 -4.19 5.57
H20 0.94 -1.93 5.27
H21 1.46 -0.62 3.30
H22 -0.86 -3.07 0.91
H23 -1.44 -4.48 2.79
C32 3.12 3.48 -2.85
C33 3.63 2.59 -1.73
N3 2.62 1.59 -1.45
C34 1.76 1.10 -2.37
N4 0.90 0.18 -1.93
C35 -0.02 -0.39 -2.91
C36 -0.35 0.56 -4.05
C37 0.96 1.01 -4.67
N5 1.79 1.58 -3.62
C38 2.75 2.59 -4.03
H24 3.87 4.21 -3.14
H25 2.23 4.02 -2.51
H26 3.79 3.17 -0.82
H27 4.58 2.13 -2.01
H28 2.84 0.95 -0.71
H29 -0.95 -0.65 -2.39
H30 0.41 -1.32 -3.31
H31 -0.90 1.42 -3.67
H32 -0.96 0.04 -4.79
H33 0.80 1.76 -5.43
H34 1.48 0.16 -5.14
H35 2.28 3.19 -4.82
H36 3.65 2.12 -4.44

Summary:
HOMO-LUMO gap (alpha / beta)   4.92 / 4.91 eV
Maximum force   2.5 eV Å⁻¹
2S+1   2
HOMO energy (alpha / beta)   -12.62 / -12.53 eV
⟨S²⟩   0.769
Energy relative to the best compared isomer or geometry (same formula, charge and spin)   0.0 kcal per mole
Total charge   +2

The highest energy relative to the best compared isomer or geometry (same formula, charge and spin) belongs to which entry? C6H12N2O